[1]
The following is a quantum chemistry calculation of a molecular structure, C6H9N, from the Open Molecules 2025 dataset.

Summary:
Total charge: 0
Electronic energy: -7854.044 eV
Lowest unoccupied orbital energy: 1.07 eV
HOMO-LUMO gap: 10.0 eV
Energy relative to the best compared isomer or geometry (same formula, charge and spin): 94.9 kcal per mole

Each line ends with the Löwdin charge.
CARTESIAN COORDINATES (ANGSTROEM)
C -1.195 -0.723 1.373  -0.11
C -1.101 0.179 0.237  -0.23
N -0.724 0.656 1.623  -0.01
C 0.528 1.163 0.853  -0.08
C 0.286 0.255 -0.339  -0.39
C 1.066 -0.929 -0.819  -0.09
C 0.542 0.083 -1.804  -0.07
H -0.614 -1.636 1.513  0.11
H -2.227 -0.826 1.687  0.10
H -1.910 0.754 -0.202  0.14
H 1.443 1.184 1.439  0.10
H 0.248 2.196 0.585  0.12
H 0.615 -1.915 -0.748  0.10
H 2.145 -0.913 -0.669  0.11
H 1.244 0.688 -2.367  0.10
H -0.347 -0.216 -2.362  0.11

[2]
The following is a quantum chemistry calculation of a single C6H9N molecule, from the Open Molecules 2025 dataset.

Summary:
Total charge: 0
Electronic energy: -7853.059 eV
Lowest unoccupied orbital energy: 0.61 eV
HOMO-LUMO gap: 9.4 eV
SMILES: CC(C)[C@]12CC1=N2
Energy relative to the best compared isomer or geometry (same formula, charge and spin): 117.6 kcal per mole

Each line ends with the Löwdin charge.
CARTESIAN COORDINATES (ANGSTROEM)
C -1.080 -1.627 0.004  -0.05
C -0.378 -0.305 -0.311  -0.43
C -1.211 0.805 0.177  -0.07
C 0.941 -0.128 0.228  -0.34
C 1.768 1.143 0.093  -0.13
C 2.557 -0.012 -0.460  -0.01
N 1.978 -0.983 0.335  0.12
H -0.335 -2.459 -0.319  0.12
H -2.073 -1.561 -0.458  0.08
H -1.427 -1.639 1.021  0.07
H -0.370 -0.201 -1.385  0.15
H -1.452 0.726 1.172  0.07
H -1.950 0.854 -0.578  0.09
H -0.724 1.763 0.105  0.08
H 2.155 1.568 1.019  0.10
H 1.601 2.057 -0.643  0.14

[3]
The following is a quantum chemistry calculation of a single C6H9N molecule, from the Open Molecules 2025 dataset.

Summary:
Total charge: 0
Electronic energy: -7857.487 eV
Lowest unoccupied orbital energy: 1.04 eV
HOMO-LUMO gap: 8.7 eV
SMILES: Cc1c[nH]c(C)c1
Energy relative to the best compared isomer or geometry (same formula, charge and spin): 15.5 kcal per mole

Each line ends with the Löwdin charge.
CARTESIAN COORDINATES (ANGSTROEM)
C 1.749 -0.165 -1.928  -0.06
C 0.886 0.199 -0.733  -0.29
C 1.171 0.913 0.435  -0.09
N 0.097 0.760 1.257  0.03
C -0.881 -0.030 0.695  -0.31
C -2.131 -0.419 1.394  -0.04
C -0.464 -0.187 -0.620  -0.04
H 1.226 -0.987 -2.422  0.07
H 2.694 -0.597 -1.589  0.07
H 1.918 0.612 -2.666  0.07
H 2.183 1.167 0.701  0.11
H 0.130 0.969 2.237  0.14
H -2.414 -1.443 1.153  0.08
H -2.992 0.129 0.962  0.08
H -2.159 -0.103 2.433  0.07
H -1.015 -0.820 -1.308  0.11

[4]
The following is a quantum chemistry calculation of a single C6H9N molecule, from the Open Molecules 2025 dataset.

Summary:
Total charge: 0
Electronic energy: -7853.051 eV
Lowest unoccupied orbital energy: 0.77 eV
HOMO-LUMO gap: 8.1 eV
Energy relative to the best compared isomer or geometry (same formula, charge and spin): 117.8 kcal per mole

Each line ends with the Löwdin charge.
CARTESIAN COORDINATES (ANGSTROEM)
C -2.401 -0.462 -2.380  -0.11
C -1.212 -0.077 -1.617  -0.08
C -0.233 0.221 -0.982  -0.04
C 0.914 0.568 -0.138  -0.18
C 0.546 0.375 1.331  -0.39
C 0.587 -0.911 2.067  -0.08
N 1.711 0.186 2.223  0.00
H -3.205 0.269 -2.249  0.08
H -2.775 -1.435 -2.049  0.08
H -2.178 -0.530 -3.449  0.08
H 1.225 1.602 -0.342  0.11
H 1.763 -0.085 -0.392  0.12
H -0.136 1.154 1.684  0.13
H 1.044 -1.667 1.405  0.02
H 2.617 0.137 1.771  0.13
H 1.733 0.655 3.119  0.13

[5]
The following is a quantum chemistry calculation of a molecular structure, C6H9N, from the Open Molecules 2025 dataset.

Summary:
Total charge: 0
Electronic energy: -7853.461 eV
Lowest unoccupied orbital energy: -0.07 eV
HOMO-LUMO gap: 8.1 eV
Energy relative to the best compared isomer or geometry (same formula, charge and spin): 108.4 kcal per mole

Each line ends with the Löwdin charge.
CARTESIAN COORDINATES (ANGSTROEM)
C 0.797 0.891 1.358  -0.09
C -0.565 0.298 1.126  -0.27
C -0.777 0.549 -0.864  0.03
C 0.245 0.268 -1.920  -0.17
C -0.802 -1.061 0.913  -0.14
C 0.225 -1.935 0.478  -0.27
N 1.063 -2.609 0.037  0.14
H 1.550 0.322 0.808  0.07
H 0.755 1.909 0.973  0.08
H 1.101 0.928 2.413  0.09
H -1.378 0.818 1.642  0.12
H -1.717 0.149 -1.284  0.06
H 0.229 -0.698 -2.464  0.08
H -0.226 1.070 -2.543  0.10
H 1.282 0.591 -1.785  0.07
H -1.782 -1.488 1.111  0.11

[6]
The following is a quantum chemistry calculation of a single C6H9N molecule, from the Open Molecules 2025 dataset.

Summary:
Total charge: 0
Electronic energy: -7854.516 eV
Lowest unoccupied orbital energy: 1.08 eV
HOMO-LUMO gap: 10.1 eV
SMILES: C1[C@H]2N1CC21CC1
Energy relative to the best compared isomer or geometry (same formula, charge and spin): 84.0 kcal per mole

Each line ends with the Löwdin charge.
CARTESIAN COORDINATES (ANGSTROEM)
C -1.651 -0.822 0.544  -0.09
C -1.143 0.536 0.348  -0.20
N -0.855 -0.133 1.635  -0.01
C 0.601 -0.164 1.331  -0.11
C 0.302 0.293 -0.090  -0.41
C 0.790 -0.403 -1.321  -0.09
C 1.078 1.059 -1.085  -0.08
H -1.307 -1.483 -0.260  0.11
H -2.587 -1.136 0.980  0.10
H -1.678 1.480 0.244  0.14
H 1.026 -1.152 1.539  0.11
H 1.174 0.588 1.897  0.12
H 0.087 -0.704 -2.095  0.10
H 1.611 -1.105 -1.175  0.11
H 2.081 1.390 -0.839  0.10
H 0.471 1.758 -1.653  0.11